1.
The following is a DFT calculation (the ωB97M-V functional and the def2-TZVPD basis) of a structure of composition C51H81BF5HfN10S3SbSi3 in a non-equilibrium geometry.

Properties
* gap between HOMO and LUMO: 6.66 eV
* total charge: +2
* HOMO: -11.804 eV
* energy relative to the best compared isomer or geometry (same formula, charge and spin): 58.9 kJ/mol

XYZ file:
```
156
C51H81BF5HfN10S3SbSi3 (the ωB97M-V functional and the def2-TZVPD basis)
Hf -0.281 -0.786 -0.634
C -5.235 -3.126 -4.011
C -5.308 -2.190 -2.800
C -4.733 -0.835 -3.199
C -6.753 -2.013 -2.340
N -4.560 -2.844 -1.664
C -4.771 -4.192 -1.399
C -4.206 -4.465 -0.214
N -3.649 -3.292 0.270
B -3.261 -3.217 1.772
N -3.628 -1.865 2.447
C -4.839 -1.749 3.100
C -4.806 -0.635 3.844
N -3.557 -0.052 3.661
C -2.849 -0.815 2.773
S -1.249 -0.516 2.201
C -3.113 1.165 4.428
C -4.227 1.591 5.379
C -1.872 0.834 5.256
C -2.853 2.311 3.459
N -1.784 -3.616 2.138
C -1.522 -4.076 3.412
C -0.312 -4.662 3.399
N 0.189 -4.558 2.110
C -0.722 -3.879 1.367
S -0.614 -3.408 -0.295
C 1.441 -5.334 1.735
C 1.159 -6.801 2.064
C 1.797 -5.223 0.258
C 2.607 -4.814 2.568
C -3.868 -2.313 -0.628
S -3.229 -0.719 -0.445
H -5.552 -2.580 -4.899
H -5.898 -3.986 -3.913
H -4.219 -3.487 -4.174
H -5.282 -0.507 -4.082
H -3.672 -0.896 -3.448
H -4.857 -0.093 -2.414
H -7.344 -1.576 -3.147
H -6.801 -1.348 -1.474
H -7.202 -2.969 -2.069
H -5.290 -4.841 -2.079
H -4.158 -5.388 0.337
H -3.957 -4.045 2.303
H -5.617 -2.485 2.984
H -5.551 -0.232 4.501
H -4.457 0.815 6.109
H -5.141 1.871 4.853
H -3.879 2.467 5.928
H -2.128 0.118 6.039
H -1.509 1.745 5.735
H -1.074 0.415 4.645
H -3.771 2.529 2.899
H -2.059 2.045 2.770
H -2.559 3.202 4.017
H -2.238 -3.976 4.212
H 0.225 -5.155 4.189
H 0.260 -7.145 1.551
H 1.036 -6.972 3.134
H 1.999 -7.408 1.726
H 0.991 -5.561 -0.391
H 2.660 -5.870 0.097
H 2.069 -4.207 -0.026
H 2.408 -4.865 3.640
H 2.842 -3.786 2.304
H 3.487 -5.427 2.365
C 4.781 1.009 -2.226
Sb 2.747 1.739 -2.049
C 1.897 -0.139 -1.128
C 2.313 -0.344 0.289
C 3.477 0.098 0.927
C 3.692 -0.224 2.247
C 2.750 -0.989 2.939
C 1.612 -1.369 2.277
N 1.394 -1.041 0.990
Si 2.662 -1.511 -2.268
C 4.052 -2.381 -1.367
C 3.213 -0.871 -3.942
C 1.492 -2.890 -2.824
C 3.160 3.419 -0.537
C 2.510 3.100 0.789
C 3.125 3.383 2.022
C 2.518 3.054 3.217
C 1.279 2.437 3.188
C 0.721 2.221 1.946
N 1.289 2.538 0.779
Si 5.003 3.899 -0.396
C 6.030 2.757 0.687
C 5.194 5.594 0.403
C 5.781 4.003 -2.101
Si 2.202 4.913 -1.290
C 0.735 4.461 -2.366
C 1.556 5.954 0.122
C 3.229 5.979 -2.417
H 5.079 1.151 -3.263
H 4.850 -0.045 -1.980
H 5.464 1.557 -1.603
H 4.199 0.683 0.377
H 4.596 0.109 2.744
H 2.896 -1.274 3.971
H 0.836 -1.942 2.764
H 5.021 -1.890 -1.485
H 4.147 -3.393 -1.768
H 3.862 -2.467 -0.292
H 4.221 -0.462 -3.966
H 2.532 -0.115 -4.351
H 3.188 -1.725 -4.624
H 0.585 -3.084 -2.269
H 2.057 -3.828 -2.792
H 1.199 -2.708 -3.861
H 4.085 3.869 2.046
H 3.014 3.267 4.157
H 0.764 2.121 4.086
H -0.232 1.726 1.887
H 5.726 2.769 1.735
H 7.053 3.143 0.644
H 6.070 1.717 0.371
H 4.473 5.816 1.191
H 5.125 6.397 -0.332
H 6.192 5.654 0.848
H 5.112 3.692 -2.908
H 6.675 3.377 -2.162
H 6.087 5.031 -2.309
H 0.096 3.688 -1.947
H 1.062 4.102 -3.345
H 0.143 5.370 -2.526
H 0.939 5.378 0.817
H 0.963 6.786 -0.271
H 2.377 6.387 0.702
H 3.622 5.410 -3.264
H 4.066 6.476 -1.927
H 2.574 6.757 -2.824
F -1.847 -3.077 -2.779
C -1.468 -2.011 -3.510
C -0.924 -0.885 -2.903
C -0.551 0.083 -3.820
F -0.077 1.292 -3.398
C -0.674 -0.016 -5.195
F -0.301 0.983 -5.993
C -1.204 -1.170 -5.729
F -1.342 -1.308 -7.040
C -1.607 -2.177 -4.872
F -2.111 -3.304 -5.377
N -3.676 4.109 0.121
C -2.351 3.592 -0.403
C -2.270 2.097 -0.132
N -1.137 1.492 -0.831
H -3.768 5.118 -0.009
H -3.774 3.911 1.120
H -4.458 3.656 -0.357
H -1.567 4.153 0.103
H -2.313 3.821 -1.466
H -3.187 1.597 -0.448
H -2.169 1.920 0.933
H -0.256 1.971 -0.588
H -1.257 1.549 -1.839
```

***

2.
The following is a DFT calculation (the ωB97M-V functional and the def2-TZVPD basis) of a structure of composition C51H81N5O29V in a non-equilibrium geometry.

Properties
* gap between HOMO and LUMO: 6.64 eV
* total charge: -1
* HOMO: -6.893 eV

XYZ file:
```
167
C51H81N5O29V (the ωB97M-V functional and the def2-TZVPD basis)
O 4.050 -0.134 -1.870
V 3.435 -1.191 -0.881
O 3.843 -2.556 -1.512
C 6.098 0.686 0.699
C 5.340 -0.164 1.655
O 4.308 -0.947 1.179
H 6.683 0.161 -0.056
H 6.824 1.284 1.248
H 5.528 1.393 0.097
H 4.852 0.497 2.371
H 6.038 -0.693 2.303
C 1.005 1.332 -0.235
C 0.333 -0.133 -0.194
O 1.102 -1.134 -0.696
H 0.270 2.002 0.211
H 1.065 1.579 -1.295
H 1.966 1.343 0.280
H -0.671 -0.157 -0.616
H 0.232 -0.391 0.860
C -2.773 1.712 3.918
O -2.439 0.389 3.675
C -3.252 -0.411 2.856
C -3.226 -0.020 1.358
O -4.172 0.937 0.904
C -4.156 1.024 -0.522
H -3.653 1.902 4.532
H -2.989 2.177 2.956
H -1.980 2.246 4.441
H -4.272 -0.334 3.232
H -2.894 -1.440 2.886
H -3.389 -0.964 0.838
H -2.244 0.328 1.037
H -5.015 1.615 -0.841
H -4.084 0.137 -1.152
H -3.233 1.526 -0.810
C -6.618 -2.275 -6.171
O -6.801 -1.443 -4.963
C -6.316 -2.130 -3.759
C -6.070 -1.112 -2.617
O -5.749 -1.845 -1.427
C -4.452 -2.439 -1.187
H -5.641 -2.336 -6.652
H -7.144 -1.614 -6.860
H -7.140 -3.190 -5.892
H -5.324 -2.507 -4.011
H -6.861 -3.038 -3.499
H -7.028 -0.638 -2.400
H -5.497 -0.229 -2.902
H -4.240 -2.928 -0.236
H -3.596 -1.829 -1.473
H -4.291 -3.242 -1.906
C 3.930 -1.906 -5.080
O 4.274 -3.061 -5.430
N 2.734 -1.419 -4.832
C 2.445 0.012 -4.815
C 1.573 -2.339 -4.726
H 4.652 -1.078 -5.015
H 2.056 0.123 -3.803
H 1.592 0.217 -5.461
H 3.241 0.636 -5.222
H 1.924 -3.370 -4.694
H 0.952 -2.154 -3.850
H 0.912 -2.081 -5.554
C 2.244 5.569 -0.750
O 2.944 5.926 0.249
N 2.679 4.940 -1.809
C 1.768 4.568 -3.033
C 4.011 4.379 -1.830
H 1.163 5.774 -0.798
H 0.736 4.917 -3.009
H 1.588 3.502 -3.170
H 2.322 4.844 -3.930
H 4.630 4.982 -1.165
H 3.921 3.395 -1.371
H 4.508 4.263 -2.793
C -0.592 7.274 4.686
O -0.936 6.081 4.701
N 0.530 7.878 4.071
C 0.922 9.328 4.252
C 1.355 6.993 3.230
H -1.124 7.997 5.324
H 0.561 9.870 3.378
H 1.953 9.354 4.602
H 0.330 9.740 5.069
H 2.362 6.841 3.617
H 0.914 6.018 3.020
H 1.418 7.568 2.306
C -0.372 -6.287 4.060
O -1.210 -7.055 4.424
N -0.275 -4.915 4.296
C 0.643 -3.984 3.674
C -1.426 -4.367 5.058
H 0.482 -6.636 3.460
H 1.478 -3.815 4.354
H 0.070 -3.117 3.346
H 1.026 -4.355 2.724
H -1.312 -4.302 6.140
H -1.925 -3.581 4.490
H -2.332 -4.974 5.047
C -1.940 4.134 -1.522
O -2.630 4.613 -2.402
N -1.930 4.676 -0.277
C -1.043 4.129 0.784
C -2.571 5.946 0.062
H -1.366 3.199 -1.609
H -0.027 4.343 0.455
H -1.142 3.051 0.907
H -1.137 4.687 1.716
H -3.116 6.213 0.967
H -1.758 6.671 0.034
H -3.204 6.228 -0.780
C 3.268 -5.845 2.210
C 3.908 -6.739 3.039
C 5.333 -6.610 3.554
O 5.980 -7.497 4.131
C 5.948 -5.503 2.837
C 5.292 -4.581 2.109
C 3.916 -4.628 1.702
O 3.313 -3.801 1.056
O 5.942 -3.489 1.730
O 3.235 -7.852 3.451
H 2.254 -6.091 1.933
H 6.973 -5.332 3.131
H 5.332 -2.963 1.209
H 3.908 -8.525 3.577
C -0.688 -6.607 -1.747
C -1.077 -5.929 -2.823
C -1.098 -4.485 -2.877
O -1.650 -3.802 -3.776
C -0.595 -3.919 -1.657
C -0.117 -4.672 -0.601
C -0.105 -6.141 -0.502
O 0.202 -6.790 0.486
O 0.505 -4.107 0.514
O -1.287 -6.555 -3.995
H -0.746 -7.679 -1.864
H -0.548 -2.844 -1.565
H 0.739 -3.193 0.335
H -1.443 -7.471 -3.753
C -3.412 0.782 -4.940
C -3.414 1.898 -5.554
C -2.279 2.863 -5.491
O -2.354 3.971 -6.016
C -1.172 2.289 -4.750
C -1.171 1.097 -4.081
C -2.403 0.328 -4.006
O -2.535 -0.614 -3.255
O -0.186 0.748 -3.181
O -4.402 2.268 -6.431
H -4.292 0.162 -5.028
H -0.220 2.798 -4.737
H -0.291 -0.144 -2.844
H -4.323 3.186 -6.703
C 0.511 0.928 5.837
C 0.898 2.181 5.287
C 1.476 2.353 3.939
O 1.777 3.451 3.444
C 1.773 1.099 3.292
C 1.418 -0.057 3.839
C 0.715 -0.277 5.124
O 0.324 -1.402 5.465
O 1.797 -1.249 3.339
O 0.482 3.268 5.884
H -0.085 0.942 6.737
H 2.308 1.109 2.354
H 2.432 -1.246 2.619
H 0.697 4.027 5.338
```